Entry P
The following is a quantum chemistry calculation of the ion C9H10N3 with charge +1, from the Open Molecules 2025 dataset.

- Total charge: +1
- LUMO energy: -5.519 eV
- HOMO-LUMO gap: 7.19 eV

Geometry (Å):
C  2.418  -1.606  -0.155
C  2.716  -0.298  -0.518
C  -2.532  0.469  -0.723
C  1.192  -1.944  0.464
C  0.376  -0.875  0.383
C  1.777  0.845  -0.404
C  -0.640  1.293  0.619
C  -2.403  -1.639  0.023
C  0.571  0.453  0.230
N  -2.933  -0.677  -1.052
N  -1.888  0.573  0.505
N  -1.588  -0.773  0.853
H  3.271  -2.249  -0.029
H  3.664  -0.020  -0.968
H  -2.732  1.493  -1.285
H  2.467  1.575  -0.030
H  1.555  1.311  -1.343
H  -0.693  1.595  1.675
H  -0.835  2.132  -0.188
H  -3.378  -1.787  0.583
H  -1.984  -2.603  -0.322
H  -1.623  -0.733  1.946

Results of the Löwdin charge analysis, in e, for atoms 1 through 8: number 1, C, carries -0.08; number 2, C, carries 0.03; number 3, C, carries -0.20; number 4, C, carries 0.10; number 5, C, carries 0.01; number 6, C, carries -0.11; number 7, C, carries -0.08; number 8, C, carries -0.12


Entry Q
The following is a quantum chemistry calculation of the ion C9H10N3 with charge +1, from the Open Molecules 2025 dataset.

- Total charge: +1
- LUMO energy: -4.005 eV
- HOMO-LUMO gap: 7.93 eV
- SMILES: [NH3+]C[C@]12[C@@H]3N1c1ccccc1N32

Geometry (Å):
N  1.791  1.113  0.589
C  2.260  -0.355  0.224
C  1.092  -1.225  0.092
C  0.422  -2.425  -0.114
N  -0.090  -1.646  1.025
C  -1.151  -0.879  0.529
C  -2.232  -0.289  1.219
C  -3.081  0.381  0.417
C  -2.921  0.604  -0.968
C  -1.846  0.012  -1.612
C  -0.985  -0.767  -0.882
N  0.226  -1.456  -1.152
H  2.560  1.543  1.295
H  1.000  0.942  1.254
H  1.456  1.760  -0.143
H  2.792  -0.159  -0.658
H  2.959  -0.666  1.046
H  0.665  -3.515  -0.160
H  -2.153  -0.358  2.332
H  -3.971  0.836  0.881
H  -3.767  1.165  -1.471
H  -1.786  -0.145  -2.680

Results of the Löwdin charge analysis, in e, for atoms 1 through 8: number 1, N, carries 0.18; number 2, C, carries -0.01; number 3, C, carries -0.24; number 4, C, carries -0.12; number 5, N, carries 0.15; number 6, C, carries -0.23; number 7, C, carries -0.02; number 8, C, carries -0.11


Which one is most stable, and which one is least stable? entry Q is the most stable of them, while entry P is the least stable.